No. 1
Formula: C5H14NO2
Source: OMol25
Level of theory: wB97M-V/def2-TZVPD

CARTESIAN COORDINATES (ANGSTROEM)
C -0.051 -1.637 -1.925
O 1.204 -1.401 -2.448
C -0.364 -0.269 -1.113
C -1.237 -0.408 0.206
C -1.527 1.054 0.703
C 0.630 1.342 1.868
N -0.770 1.627 1.815
H -0.935 -1.666 -2.592
H -0.214 -2.376 -1.115
H -0.666 0.447 -1.872
H 0.640 0.098 -0.911
H -2.107 -0.924 -0.230
H -0.742 -1.017 0.953
H -2.583 1.238 0.999
H -1.406 1.711 -0.148
H 0.857 0.428 1.307
H 0.898 1.208 2.936
H 1.406 2.090 1.682
H -1.172 1.704 2.728
H 2.090 -1.504 -1.258
H 3.267 -0.569 -1.082
O 2.783 -1.178 -0.502

As for the LUMO energy: 3.7 eV. The total charge is -1. The orbital gap comes out at 6.7 eV.

Atomic partial charges in e from the natural (NBO) method, atoms 1 to 4: number 1, C, carries -0.0318; number 2, O, carries -0.9259; number 3, C, carries -0.4368; number 4, C, carries -0.4606

=====

No. 2
Formula: C17H20N3O3S2
Source: OMol25
Level of theory: wB97M-V/def2-TZVPD

CARTESIAN COORDINATES (ANGSTROEM)
C -3.573 -1.415 -3.164
C -2.790 -0.305 -2.535
S -1.139 -0.602 -2.431
O -3.341 0.720 -2.092
H -4.542 -1.029 -3.478
H -3.028 -1.813 -4.024
H -3.721 -2.208 -2.421
C 5.935 1.252 -0.752
N 5.078 1.240 0.421
C 5.622 0.415 1.489
C 3.683 1.289 0.243
C 3.012 0.293 -0.489
C 1.632 0.273 -0.534
C 0.860 1.321 0.000
C -0.588 1.389 -0.084
C -1.469 0.450 0.364
C -2.880 0.835 0.523
O -3.248 1.998 0.625
N -3.804 -0.236 0.544
C -5.210 0.127 0.407
C -3.481 -1.518 0.948
S -4.585 -2.772 1.080
N -2.145 -1.708 1.270
C -1.807 -3.034 1.780
C -1.082 -0.875 0.861
O 0.081 -1.255 0.979
C 1.555 2.372 0.650
C 2.921 2.324 0.836
H 5.537 1.945 -1.500
H 6.925 1.592 -0.440
H 6.046 0.251 -1.197
H 4.961 0.441 2.361
H 5.764 -0.630 1.165
H 6.605 0.813 1.758
H 3.579 -0.511 -0.965
H 1.139 -0.557 -1.028
H -1.039 2.315 -0.454
H -5.771 -0.793 0.592
H -5.465 0.891 1.148
H -5.404 0.489 -0.607
H -0.745 -3.047 2.005
H -2.423 -3.222 2.664
H -2.063 -3.790 1.029
H 0.960 3.196 1.048
H 3.445 3.090 1.408

As for the LUMO energy: 2.2 eV. The total charge is -1. The orbital gap comes out at 6.0 eV.

Atomic partial charges in e from the natural (NBO) method, atoms 1 to 4: number 1, C, carries -0.7156; number 2, C, carries 0.3375; number 3, S, carries -0.4939; number 4, O, carries -0.7030

=====

No. 3
Formula: C35H43N10O3PS4W
Source: OMol25
Level of theory: wB97M-V/def2-TZVPD

CARTESIAN COORDINATES (ANGSTROEM)
W -0.404 0.424 0.379
N -1.917 4.201 2.414
C -1.397 3.024 2.036
S -2.410 1.890 1.195
N -0.176 2.732 2.364
N 0.303 1.544 1.938
C 1.369 1.150 2.630
C 1.948 -0.060 2.268
C 3.021 -0.628 2.994
C 3.464 -1.884 2.703
C 2.804 -2.571 1.667
C 1.816 -1.944 0.952
N 1.364 -0.687 1.177
H -2.826 4.468 2.080
H -1.297 4.874 2.829
H 1.709 1.755 3.458
H 3.461 -0.040 3.782
H 4.279 -2.343 3.237
H 3.061 -3.588 1.422
H 1.362 -2.513 0.152
S -2.056 0.432 -1.577
C -2.245 2.071 -2.147
C -3.241 2.366 -3.074
C -3.390 3.657 -3.537
C -2.549 4.663 -3.078
C -1.546 4.375 -2.172
C -1.376 3.073 -1.710
S -0.018 2.686 -0.672
H -3.886 1.573 -3.421
H -4.167 3.884 -4.252
H -2.667 5.674 -3.439
H -0.874 5.144 -1.821
C 4.708 0.515 -3.313
C 4.073 0.307 -1.936
C 4.080 -1.173 -1.554
P 2.394 1.148 -1.580
C 3.142 2.818 -1.027
C 4.296 3.448 -1.808
C 3.587 2.637 0.426
C 1.496 1.471 -3.248
C 1.779 2.828 -3.883
C 1.565 0.379 -4.317
H 5.791 0.598 -3.218
H 4.343 1.418 -3.797
H 4.509 -0.332 -3.968
H 4.701 0.797 -1.185
H 3.452 -1.780 -2.203
H 3.749 -1.307 -0.524
H 5.101 -1.550 -1.630
H 2.302 3.517 -1.022
H 5.067 2.729 -2.067
H 4.759 4.203 -1.169
H 3.963 3.948 -2.713
H 4.591 2.219 0.488
H 2.906 1.978 0.960
H 3.585 3.603 0.929
H 0.447 1.482 -2.917
H 2.765 2.866 -4.339
H 1.685 3.621 -3.148
H 1.041 3.020 -4.661
H 2.579 0.158 -4.631
H 1.020 0.738 -5.193
H 1.080 -0.537 -3.993
N 1.539 -3.141 -3.513
C 0.578 -2.885 -2.596
C 0.570 -1.722 -1.804
N -0.393 -1.476 -0.909
C -1.358 -2.414 -0.815
C -1.300 -3.585 -1.546
N -0.351 -3.833 -2.432
H 2.128 -2.407 -3.866
H 1.391 -3.953 -4.089
H 1.359 -0.983 -1.877
H -2.186 -2.238 -0.151
H -2.044 -4.354 -1.401
O -8.692 -3.814 5.490
S -7.938 -3.570 4.286
O -8.040 -2.243 3.725
O -7.857 -4.665 3.335
C -6.160 -3.645 4.837
N -5.898 -4.356 5.903
C -4.613 -4.472 6.219
C -3.618 -3.882 5.461
C -4.016 -3.138 4.340
N -5.325 -3.047 4.045
C -3.119 -2.412 3.469
C -1.743 -2.256 3.696
C -0.988 -1.490 2.844
N -1.464 -0.892 1.727
C -2.804 -1.045 1.519
C -3.636 -1.757 2.336
H -4.398 -5.047 7.110
H -2.579 -3.994 5.722
H -1.265 -2.719 4.544
H 0.056 -1.344 3.078
H -3.217 -0.555 0.642
H -4.693 -1.835 2.136

The spin multiplicity is 3. As for the LUMO energy (alpha / beta): -2.2 / -3.0 eV. Its expectation value of S² is 2.060. The orbital gap (alpha / beta) comes out at 4.9 / 4.1 eV.

Atomic partial charges in e from the Mulliken method, atoms 1 to 4: number 1, W, carries 0.3856; number 2, N, carries -0.4168; number 3, C, carries 0.8700; number 4, S, carries -0.4486

=====

No. 4
Formula: C22H31ClN2O4Sc
Source: OMol25
Level of theory: wB97M-V/def2-TZVPD

CARTESIAN COORDINATES (ANGSTROEM)
Sc -1.208 0.024 0.743
Cl -3.192 0.226 2.110
N -0.169 2.021 0.344
N -0.455 -2.235 0.611
C -0.891 2.786 -0.474
C -0.809 -2.934 -0.442
C 1.080 2.820 0.631
C 0.581 4.236 0.407
C 2.135 2.533 -0.424
C 1.634 2.611 2.023
H 1.750 2.738 -1.435
H 2.478 1.494 -0.371
H 2.985 3.202 -0.244
H 0.885 2.873 2.777
H 2.486 3.292 2.147
H 1.986 1.588 2.195
C 0.675 -2.987 1.297
C 0.828 -4.225 0.426
C 0.293 -3.348 2.725
C 1.959 -2.185 1.233
H 2.144 -1.890 0.191
H 2.785 -2.829 1.561
H 1.924 -1.305 1.884
H -0.734 -3.729 2.748
H 0.384 -2.485 3.392
H 0.964 -4.136 3.094
O -0.134 -4.055 -0.664
H 0.570 -5.165 0.929
H 1.816 -4.323 -0.039
O -0.537 4.056 -0.528
H 1.285 4.916 -0.078
H 0.178 4.708 1.310
C -1.983 2.324 -1.383
C -1.830 -2.540 -1.451
C -1.335 -1.291 -2.110
H -2.758 -2.326 -0.898
H -1.980 -3.367 -2.146
C -1.541 -0.099 -1.489
C -1.437 1.115 -2.088
H -1.711 0.166 2.617
C -0.715 1.172 -3.299
C -0.313 -0.022 -3.883
C -0.461 2.496 -3.930
C -0.603 -1.253 -3.318
H 0.172 0.015 -4.862
C -0.257 -2.546 -3.965
H 0.294 -2.381 -4.894
H -1.166 -3.110 -4.220
H 0.342 -3.210 -3.325
H -1.394 3.062 -4.061
H -0.020 2.353 -4.923
H 0.219 3.147 -3.357
H -2.241 3.152 -2.055
H -2.845 2.068 -0.739
C -0.710 0.640 4.711
C 0.271 0.083 3.726
O 1.439 -0.189 3.926
O -0.278 -0.087 2.484
H -0.193 0.702 5.679
H -1.603 -0.019 4.797
H -1.035 1.653 4.382

As for the LUMO energy (alpha / beta): 2.6 / 2.7 eV. The total charge is -1. The orbital gap (alpha / beta) comes out at 2.7 / 2.5 eV.

Atomic partial charges in e from the natural (NBO) method, atoms 1 to 4: number 1, Sc, carries 1.0703; number 2, Cl, carries -0.3904; number 3, N, carries -0.6826; number 4, N, carries -0.6412

=====

No. 5
Formula: C2H10NS2
Source: OMol25
Level of theory: wB97M-V/def2-TZVPD

CARTESIAN COORDINATES (ANGSTROEM)
N 0.442 0.561 -2.610
H -0.524 0.251 -2.761
H 0.684 0.352 -1.613
H 1.113 0.174 -3.278
H 0.400 1.580 -2.744
C -1.428 0.341 1.999
C -0.408 -0.568 1.314
S 1.222 0.206 1.373
S 2.311 -0.447 -0.224
H -1.436 1.311 1.504
H -1.200 0.459 3.056
H -2.416 -0.111 1.933
H -0.634 -0.762 0.262
H -0.347 -1.572 1.755
H 2.220 -1.776 0.034

The spin multiplicity is 2. As for the LUMO energy (alpha / beta): -8.7 / -12.4 eV. Its expectation value of S² is 0.754. The total charge is +2. The orbital gap (alpha / beta) comes out at 10.7 / 7.4 eV.

Atomic partial charges in e from the natural (NBO) method, atoms 1 to 4: number 1, N, carries -0.8773; number 2, H, carries 0.4668; number 3, H, carries 0.4290; number 4, H, carries 0.4746

=====

No. 6
Formula: C32H36Cl4N2O2Ta
Source: OMol25
Level of theory: wB97M-V/def2-TZVPD

CARTESIAN COORDINATES (ANGSTROEM)
Ta -0.237 0.517 0.221
Cl -6.360 2.329 -2.025
C -4.869 2.313 -1.183
C -4.573 3.317 -0.253
Cl -5.704 4.570 0.034
C -3.363 3.314 0.448
Cl -2.959 4.516 1.600
C -2.468 2.292 0.198
O -1.252 2.128 0.801
C -2.765 1.300 -0.738
O -1.774 0.361 -0.876
C -3.955 1.286 -1.433
Cl -4.262 0.020 -2.546
C 2.446 -0.466 3.624
C 2.070 -1.647 2.728
C 3.041 -2.814 2.914
C 0.638 -2.065 2.988
C 0.295 -2.606 4.223
C -1.001 -3.009 4.495
C -1.988 -2.877 3.532
C -1.696 -2.340 2.286
C -2.787 -2.134 1.252
C -3.707 -3.348 1.123
C -3.590 -0.878 1.602
C -0.377 -1.936 2.039
N -0.087 -1.345 0.765
C 0.361 -2.118 -0.323
C 0.926 -1.455 -1.339
N 0.969 -0.063 -1.201
C 1.692 0.877 -1.979
C 1.545 0.941 -3.372
C 2.344 1.843 -4.059
C 3.214 2.693 -3.393
C 3.284 2.670 -2.012
C 2.519 1.770 -1.279
C 2.591 1.823 0.240
C 2.010 3.139 0.784
C 4.008 1.596 0.757
C 0.509 0.128 -4.128
C 1.153 -0.744 -5.207
C -0.546 1.062 -4.728
H 3.475 -0.155 3.449
H 2.358 -0.731 4.678
H 1.789 0.396 3.459
H 2.156 -1.330 1.682
H 3.051 -3.162 3.947
H 4.056 -2.505 2.659
H 2.768 -3.656 2.278
H 1.058 -2.719 4.983
H -1.243 -3.428 5.462
H -2.999 -3.193 3.752
H -2.315 -1.974 0.280
H -4.346 -3.465 2.000
H -3.138 -4.268 0.994
H -4.361 -3.226 0.259
H -4.041 -0.980 2.591
H -4.388 -0.707 0.878
H -2.958 0.018 1.631
H 0.238 -3.190 -0.259
H 1.336 -1.900 -2.233
H 2.265 1.904 -5.137
H 3.818 3.394 -3.952
H 3.940 3.361 -1.499
H 2.001 0.961 0.658
H 2.575 3.990 0.405
H 2.046 3.165 1.875
H 0.973 3.324 0.474
H 4.650 2.419 0.445
H 4.425 0.670 0.363
H 4.027 1.559 1.844
H -0.009 -0.528 -3.432
H 1.598 -0.136 -5.996
H 0.400 -1.382 -5.670
H 1.938 -1.381 -4.797
H -0.089 1.762 -5.429
H -1.050 1.644 -3.954
H -1.300 0.489 -5.268

As for the LUMO energy: -4.4 eV. The total charge is +1. The orbital gap comes out at 6.9 eV.

Atomic partial charges in e from the Mulliken method, atoms 1 to 4: number 1, Ta, carries 1.2033; number 2, Cl, carries -0.1720; number 3, C, carries 0.3558; number 4, C, carries 0.4872